1.
{"formula": "C22H22FN3OS", "method": "the ωB97M-V functional and the def2-TZVPD basis", "lumo_energy_ev": -0.1, "total_energy_ev": -43240.394, "orbital_gap_ev": 8.0, "e_homo_ev": -8.13, "charge": 0, "symbols": ["O", "F", "S", "N", "C", "C", "C", "C", "C", "C", "C", "C", "C", "C", "C", "C", "C", "C", "C", "N", "N", "C", "C", "C", "C", "C", "C", "C", "H", "H", "H", "H", "H", "H", "H", "H", "H", "H", "H", "H", "H", "H", "H", "H", "H", "H", "H", "H", "H", "H"], "positions_angstrom": [[1.5348, -1.0856, 3.0223], [-3.7072, 1.8305, -0.4239], [1.7024, 2.1653, -0.2727], [-2.1836, 4.7730, -1.8569], [0.8266, -1.1506, 2.0015], [1.8847, 0.9178, 0.8336], [0.8934, -0.2002, 0.8446], [-0.0460, -0.4978, -0.1645], [-1.0874, 4.2651, -2.4389], [-3.0369, 3.9472, -1.2552], [6.4191, 3.1277, 2.4793], [5.9621, 2.1535, 3.3789], [5.7393, 3.3534, 1.3147], [4.8538, 1.4001, 3.0434], [4.5974, 2.6289, 1.0029], [-0.8070, 2.8878, -2.4428], [-2.8536, 2.5463, -1.1581], [4.1264, 1.6156, 1.8775], [-1.7267, 1.9836, -1.8378], [2.9880, 0.8207, 1.7030], [-0.1507, 0.2005, -1.3428], [-1.4722, 0.5011, -1.8840], [-2.1695, -0.9409, 1.9810], [-2.4626, -3.2540, 1.3176], [0.2483, -2.8703, 0.3100], [-1.4344, -2.0949, 1.2908], [-0.7690, -1.8539, -0.1050], [-0.0085, -2.4445, 1.7565], [-0.3957, 4.9375, -2.9449], [-3.9310, 4.3572, -0.7595], [7.3249, 3.6832, 2.7293], [6.4881, 1.9751, 4.3333], [6.0856, 4.0837, 0.6007], [4.5159, 0.6503, 3.7605], [4.0965, 2.8073, 0.0629], [0.0881, 2.5783, -2.9659], [2.9095, 0.0299, 2.3516], [0.4966, 1.0138, -1.3484], [-2.2764, -0.0269, -1.3187], [-1.5143, 0.1481, -2.9171], [-3.1002, -0.7120, 1.4476], [-2.4134, -1.1705, 3.0300], [-1.5889, 0.0034, 1.9742], [-3.2815, -3.0190, 0.6308], [-2.0060, -4.2229, 1.0256], [-2.8927, -3.4260, 2.3013], [1.2624, -2.7585, -0.0940], [-0.0356, -3.9018, 0.0364], [-1.3327, -2.1012, -0.9799], [0.0991, -3.1956, 2.5279]], "lowdin_charge": [0.040, 0.076, 0.780, 0.058, -0.269, -0.572, -0.104, -0.137, -0.134, -0.076, -0.108, -0.084, -0.099, -0.042, -0.046, -0.045, -0.198, -0.230, -0.116, 0.069, 0.037, -0.127, -0.027, -0.030, -0.092, -0.439, -0.159, -0.127, 0.107, 0.123, 0.103, 0.111, 0.103, 0.118, 0.028, 0.107, 0.107, -0.036, 0.129, 0.128, 0.084, 0.095, 0.089, 0.088, 0.087, 0.082, 0.133, 0.125, 0.140, 0.150]}


2.
{"formula": "C22H22N2O5S", "method": "the ωB97M-V functional and the def2-TZVPD basis", "lumo_energy_ev": 0.0, "total_energy_ev": -47223.436, "orbital_gap_ev": 8.8, "relative_energy_ev": 1.690, "e_homo_ev": -8.74, "charge": 0, "symbols": ["C", "C", "N", "O", "C", "C", "C", "H", "H", "O", "C", "O", "C", "C", "C", "C", "C", "C", "H", "H", "H", "S", "O", "O", "N", "C", "C", "C", "C", "C", "C", "C", "H", "H", "C", "C", "H", "H", "H", "H", "H", "H", "H", "H", "H", "C", "H", "H", "H", "H", "H", "H"], "positions_angstrom": [[-2.7842, 5.1728, -1.6583], [-3.4578, 3.8539, -1.6576], [-4.7328, 3.7132, -1.4187], [-5.0211, 2.3873, -1.4709], [-3.9067, 1.6978, -1.7477], [-2.8646, 2.5782, -1.8929], [-1.4347, 2.2632, -2.1660], [-0.8707, 3.1857, -2.3317], [-1.3311, 1.5951, -3.0249], [-0.8538, 1.5437, -1.0694], [-0.4410, 2.2672, -0.0235], [-0.4348, 3.4720, 0.0071], [0.0327, 1.3966, 1.0843], [-0.2879, 0.0432, 1.1159], [0.1822, -0.7358, 2.1506], [0.9553, -0.2002, 3.1632], [1.2598, 1.1527, 3.1420], [0.8055, 1.9473, 2.1043], [1.0375, 3.0009, 2.0643], [1.8558, 1.5836, 3.9315], [1.2940, -0.8481, 3.9555], [-0.0963, -2.5087, 2.0623], [0.3041, -3.1057, 3.2973], [-1.4096, -2.7702, 1.5549], [0.9935, -2.9642, 0.8733], [2.2700, -2.4035, 0.9793], [3.0903, -2.4102, 2.0901], [4.3212, -1.7760, 1.9886], [4.7114, -1.1566, 0.8131], [3.8774, -1.1551, -0.2989], [2.6542, -1.7816, -0.2096], [1.5504, -1.9165, -1.2182], [1.9075, -2.3172, -2.1669], [1.0873, -0.9450, -1.4109], [0.5782, -2.9010, -0.5319], [0.6643, -4.3047, -1.1258], [0.0279, -4.9788, -0.5591], [0.3355, -4.2953, -2.1621], [1.6886, -4.6668, -1.0767], [-0.4607, -2.5665, -0.5635], [4.1814, -0.6687, -1.2138], [5.6737, -0.6708, 0.7572], [4.9841, -1.7690, 2.8406], [2.7719, -2.8980, 2.9968], [-0.9104, -0.3954, 0.3535], [-3.9760, 0.2192, -1.8276], [-3.2567, -0.1506, -2.5541], [-4.9801, -0.0854, -2.1109], [-3.7443, -0.2220, -0.8580], [-2.4175, 5.4086, -2.6565], [-1.9365, 5.1465, -0.9750], [-3.4864, 5.9387, -1.3446]], "lowdin_charge": [-0.014, -0.296, 0.104, 0.018, -0.258, -0.102, -0.087, 0.131, 0.136, 0.006, -0.432, 0.127, -0.097, 0.012, -0.241, -0.040, -0.035, 0.011, 0.124, 0.112, 0.115, 0.694, -0.266, -0.273, -0.117, -0.237, -0.017, -0.074, -0.085, -0.023, -0.153, -0.058, 0.122, 0.114, -0.345, -0.032, 0.083, 0.082, 0.089, 0.125, 0.114, 0.100, 0.104, 0.110, 0.118, 0.018, 0.087, 0.090, 0.092, 0.088, 0.070, 0.083]}


3.
{"formula": "C22H22N4O2", "method": "the ωB97M-V functional and the def2-TZVPD basis", "lumo_energy_ev": 0.1, "total_energy_ev": -33225.193, "orbital_gap_ev": 8.0, "relative_energy_ev": 2.707, "e_homo_ev": -7.92, "charge": 0, "symbols": ["N", "N", "O", "O", "C", "C", "C", "C", "C", "C", "C", "C", "C", "C", "C", "C", "C", "C", "C", "C", "N", "N", "C", "C", "C", "C", "C", "C", "H", "H", "H", "H", "H", "H", "H", "H", "H", "H", "H", "H", "H", "H", "H", "H", "H", "H", "H", "H", "H", "H"], "positions_angstrom": [[-3.0839, 1.1333, -1.7563], [-0.2599, 1.2004, -3.9797], [-1.5468, -0.9573, 0.8959], [4.4340, 1.8378, -8.1601], [-2.1808, 0.4421, -1.0998], [-3.6631, -0.3435, 0.8444], [-3.4455, -1.1476, 2.0478], [-2.4602, -0.2481, 0.1744], [-2.1229, -1.4867, 1.9803], [0.9320, 0.5412, -3.8778], [-1.1333, 1.0612, -2.9722], [1.2555, -0.1860, -2.7341], [4.1559, 0.9647, -5.8811], [2.2598, 1.4009, -7.3150], [0.3108, -0.3122, -1.6994], [3.2938, 0.6923, -4.7819], [1.4202, 1.0553, -6.2806], [3.6370, 1.4026, -7.0979], [-0.9326, 0.3268, -1.8610], [1.9011, 0.7495, -4.9654], [-2.4166, 1.5730, -2.8789], [-1.0323, -1.3230, 4.2534], [-1.3909, -2.1999, 3.0776], [-0.2072, -0.1354, 3.9303], [-0.6317, -1.9726, 5.5369], [-0.2430, 0.8627, 5.0994], [-0.6072, -1.0278, 6.7368], [0.2386, 0.2192, 6.4212], [5.3674, 1.7372, -7.9502], [-4.6032, 0.1219, 0.5363], [-4.1615, -1.3179, 2.8540], [2.2361, -0.6723, -2.7408], [5.2536, 0.9004, -5.7330], [1.8176, 1.6379, -8.2869], [0.5178, -0.9057, -0.8163], [3.7629, 0.4399, -3.8335], [0.3512, 1.1023, -6.4567], [-2.7243, 2.2309, -3.6059], [-0.5292, -2.7687, 2.7403], [-2.0620, -2.9604, 3.4667], [0.8226, -0.4117, 3.7661], [-0.5882, 0.3760, 3.0458], [-1.2246, -2.8532, 5.7366], [0.4099, -2.3078, 5.4151], [0.4397, 1.6712, 4.8326], [-1.2463, 1.2699, 5.2307], [-0.1877, -1.5545, 7.6447], [-1.5938, -0.6985, 7.0233], [1.2591, -0.1254, 6.2658], [0.2021, 0.9656, 7.2081]], "lowdin_charge": [0.126, 0.183, 0.066, 0.034, -0.157, 0.007, 0.011, -0.187, -0.285, -0.227, -0.288, -0.012, -0.021, -0.019, 0.039, -0.021, -0.018, -0.300, -0.109, -0.165, 0.046, -0.145, -0.098, -0.182, -0.186, -0.182, -0.195, -0.204, 0.096, 0.113, 0.119, 0.107, 0.118, 0.124, 0.111, 0.105, 0.106, 0.164, 0.117, 0.117, 0.110, 0.115, 0.109, 0.114, 0.105, 0.112, 0.124, 0.099, 0.103, 0.102]}


4.
{"formula": "C22H22N5OPtSe4", "method": "the ωB97M-V functional and the def2-TZVPD basis", "lumo_energy_ev": [-5.6, -5.6], "total_energy_ev": -297297.035, "orbital_gap_ev": [5.4, 5.4], "relative_energy_ev": 0.000, "e_homo_ev": [-10.98, -10.98], "charge": 1, "symbols": ["Pt", "C", "C", "C", "C", "N", "C", "N", "C", "N", "C", "N", "C", "C", "C", "C", "C", "N", "C", "C", "C", "C", "C", "C", "H", "H", "H", "H", "H", "H", "H", "H", "H", "H", "H", "H", "Se", "Se", "Se", "Se", "C", "C", "O", "C", "C", "H", "H", "H", "H", "H", "H", "H", "H", "H", "H"], "positions_angstrom": [[0.8948, -0.4077, -0.5548], [2.4671, -3.0643, 2.3323], [3.3890, -2.3053, 3.0548], [3.4402, -0.9492, 2.8533], [2.5864, -0.3338, 1.9248], [1.8255, -1.1077, 1.1162], [1.7277, -2.4351, 1.3676], [2.5085, 1.0350, 1.9906], [1.5825, 1.7166, 1.4094], [0.6972, 1.3146, 0.4424], [-0.1101, 2.3580, 0.0746], [-0.9730, 2.3903, -0.8698], [-1.1524, 1.4230, -1.8349], [-2.2086, 1.7063, -2.7173], [-2.4567, 0.9158, -3.8076], [-1.6187, -0.1734, -4.0309], [-0.6227, -0.4283, -3.1286], [-0.3833, 0.3173, -2.0251], [0.2229, 3.5146, 0.9311], [-0.3101, 4.7846, 1.0000], [0.2665, 5.6634, 1.9126], [1.3367, 5.2744, 2.7153], [1.8695, 3.9915, 2.6358], [1.2923, 3.1283, 1.7277], [2.3430, -4.1243, 2.4964], [4.0313, -2.7727, 3.7894], [4.0762, -0.3004, 3.4376], [1.0362, -2.9766, 0.7389], [-2.7880, 2.5909, -2.5001], [-3.2687, 1.1452, -4.4845], [-1.7364, -0.8247, -4.8845], [0.0256, -1.2738, -3.2910], [-1.1407, 5.0775, 0.3725], [-0.1203, 6.6698, 2.0002], [1.7584, 5.9848, 3.4135], [2.6990, 3.6786, 3.2551], [3.0285, 0.7454, -1.9122], [4.5966, -0.4158, -0.9984], [3.7914, -2.6442, -1.0821], [1.7226, -2.3434, -1.8840], [-1.9210, -3.6651, -2.2890], [-2.0447, -3.4318, -0.8017], [-1.5481, -2.1337, -0.4779], [-2.0953, -1.6068, 0.7309], [-3.4807, -1.0216, 0.5372], [-2.3546, -4.6297, -2.5540], [-0.8751, -3.6711, -2.6019], [-2.4492, -2.8858, -2.8387], [-1.4701, -4.1818, -0.2441], [-3.0887, -3.5225, -0.4913], [-1.4094, -0.8205, 1.0558], [-2.0958, -2.3814, 1.5068], [-3.4618, -0.2665, -0.2505], [-3.8152, -0.5469, 1.4608], [-4.2165, -1.7804, 0.2715]], "lowdin_charge": [0.848, -0.055, -0.028, 0.010, -0.342, -0.107, -0.223, 0.182, -0.287, -0.059, -0.281, 0.183, -0.292, 0.006, -0.026, -0.042, -0.170, -0.058, -0.097, 0.009, -0.049, -0.049, 0.009, -0.099, 0.120, 0.122, 0.125, 0.071, 0.123, 0.122, 0.120, 0.015, 0.121, 0.112, 0.112, 0.121, 0.279, 0.139, 0.162, 0.179, -0.064, -0.264, -0.246, -0.280, -0.057, 0.087, 0.039, 0.074, 0.123, 0.116, 0.089, 0.125, 0.073, 0.085, 0.074]}


5.
{"formula": "C22H22N6O3S2", "method": "the ωB97M-V functional and the def2-TZVPD basis", "lumo_energy_ev": -1.2, "total_energy_ev": -59902.606, "orbital_gap_ev": 7.3, "relative_energy_ev": 22.955, "e_homo_ev": -8.54, "charge": 0, "symbols": ["C", "H", "H", "H", "C", "C", "N", "N", "C", "N", "H", "S", "O", "O", "C", "C", "C", "C", "C", "C", "H", "H", "N", "C", "C", "C", "N", "N", "C", "C", "C", "C", "C", "C", "H", "H", "C", "H", "H", "H", "H", "H", "C", "O", "H", "C", "H", "H", "H", "H", "H", "H", "S", "H", "H"], "positions_angstrom": [[1.2101, 1.1530, -2.4400], [1.4728, 0.0569, -2.7274], [0.7732, 1.0619, -1.3695], [2.0471, 1.7482, -2.6259], [0.1565, 1.3005, -3.5274], [-0.9381, 0.5205, -3.2646], [-0.7565, -0.5950, -2.9713], [-1.9856, -1.5930, -2.8175], [-3.0066, -0.8501, -3.0523], [-4.3550, -1.2048, -3.1286], [-4.4655, -2.1922, -2.6957], [-5.4458, -0.3187, -2.1746], [-5.4104, 0.9634, -3.1407], [-6.7655, -0.9666, -2.2403], [-4.7890, -0.2286, -0.6921], [-3.9531, 1.1095, -0.3314], [-3.2792, 1.0306, 0.6784], [-3.3402, -0.0543, 1.6778], [-4.3965, -1.2752, 1.4348], [-4.9581, -1.0689, 0.2576], [-5.5584, -2.0763, -0.0829], [-4.3064, -1.8701, 2.2180], [-2.7944, -0.0807, 3.0115], [-1.4944, 0.0715, 3.2708], [-0.4046, -0.5692, 2.4848], [-0.2819, -0.9266, 1.1031], [1.1574, -0.7754, 0.5917], [1.7271, -0.2482, 1.8980], [3.2662, 0.1738, 1.6520], [3.9381, 0.3520, 2.7398], [5.2676, 0.4511, 2.7497], [5.9890, 0.4065, 1.3903], [5.1114, 0.3208, 0.3136], [3.8686, 0.0723, 0.2807], [3.2745, -0.0464, -0.5583], [5.4935, 0.3305, -0.5196], [7.3982, 0.6139, 1.2826], [7.9297, 0.3866, 2.0104], [7.6290, 1.8240, 1.6449], [7.8048, 0.7199, 0.4566], [5.8430, 0.8542, 3.4586], [3.5655, 0.5154, 3.8931], [1.0491, 0.1767, 2.8106], [1.3606, 0.7420, 3.7296], [1.6378, -1.3661, 0.1098], [-1.2487, -1.6631, 0.1162], [-0.6298, -2.1031, -0.6881], [-1.7614, -2.3318, 0.6328], [-1.8973, -1.0889, -0.1580], [-1.1787, 0.1613, 4.3378], [-2.7045, 1.7337, 1.1367], [-3.9973, 1.7551, -0.9956], [-2.8890, 0.8001, -3.4877], [0.3934, 1.5412, -4.4753], [-0.3723, 2.5459, -3.2078]], "lowdin_charge": [-0.115, 0.095, 0.102, 0.046, -0.256, -0.599, 0.060, 0.111, -0.780, -0.130, 0.155, 0.739, -0.447, -0.291, -0.348, 0.011, -0.066, -0.085, 0.051, -0.195, 0.184, 0.054, 0.099, -0.057, 0.014, -0.045, 0.181, 0.068, -0.043, -0.106, 0.023, -0.153, -0.099, 0.017, 0.078, 0.045, -0.014, -0.007, 0.187, -0.004, 0.068, 0.191, -0.618, 0.145, 0.041, 0.014, 0.097, 0.046, -0.060, 0.130, 0.102, 0.017, 1.074, 0.071, 0.200]}


6.
{"formula": "C22H22NO3Sm", "method": "the ωB97M-V functional and the def2-TZVPD basis", "multiplicity": 6, "lumo_energy_ev": [-1.0, -0.8], "total_energy_ev": -48704.746, "orbital_gap_ev": [6.7, 6.8], "e_homo_ev": [-7.64, -7.63], "charge": 0, "symbols": ["C", "C", "C", "H", "C", "C", "H", "H", "H", "H", "C", "C", "C", "H", "C", "C", "H", "H", "H", "H", "Sm", "O", "C", "C", "H", "H", "H", "H", "C", "C", "C", "H", "C", "H", "C", "H", "C", "H", "O", "C", "C", "C", "C", "O", "N", "H", "H", "H", "H"], "positions_angstrom": [[0.7618, -1.5612, 2.4289], [-0.5639, -1.8691, 1.9758], [-0.4674, -2.3803, 0.6671], [-1.5164, -1.7265, 2.4856], [0.9100, -2.3535, 0.2803], [1.6539, -1.8538, 1.3833], [2.7267, -1.7574, 1.5308], [1.1209, -1.2924, 3.4191], [-1.3601, -2.5793, 0.0664], [1.3171, -2.5616, -0.7175], [-0.6535, 2.5196, 1.1917], [-0.3591, 1.8824, 2.4173], [1.0411, 1.6718, 2.4872], [-1.1046, 1.7238, 3.1878], [1.6209, 2.1535, 1.2918], [0.5615, 2.6896, 0.4761], [0.6709, 3.0233, -0.5685], [-1.6916, 2.6999, 0.9041], [1.5843, 1.3463, 3.3757], [2.6986, 2.1409, 1.0767], [0.1317, 0.1265, 0.5229], [-0.0199, -0.0445, -2.8386], [-1.1151, -0.7649, -3.4160], [0.1822, -0.7951, -4.1592], [-1.4013, -1.6685, -2.8341], [-1.9325, -0.1765, -3.8907], [0.7495, -1.7462, -4.0340], [1.0902, -1.7986, -6.5070], [0.8500, -0.7409, -6.5900], [0.3807, -0.0670, -5.4328], [0.0104, 1.2858, -5.5670], [-0.3765, 1.8301, -4.7008], [0.1624, 1.9407, -6.7890], [-0.0955, 2.9960, -6.8527], [0.6449, 1.2660, -7.9151], [0.7538, 1.7956, -8.8662], [0.9816, -0.0873, -7.8103], [1.3458, -0.6197, -8.6839], [-0.3936, 1.9690, 5.2867], [-0.7055, 0.7581, 5.4454], [-1.1194, 0.2373, 6.8301], [-1.2755, -1.2364, 6.6035], [-0.9283, -1.3962, 5.1271], [-0.8353, -2.5317, 4.6332], [-0.7268, -0.2059, 4.5033], [-0.3582, 0.4974, 7.5799], [-2.0733, 0.7194, 7.0641], [-0.5732, -1.8466, 7.1940], [-2.3045, -1.6115, 6.7376]], "lowdin_spin": [-0.015, -0.017, -0.015, 0.000, -0.014, -0.008, 0.000, 0.000, 0.000, 0.000, -0.016, -0.014, -0.010, 0.000, -0.011, -0.014, 0.000, -0.001, 0.000, 0.000, 5.137, -0.001, 0.000, 0.000, 0.000, 0.000, 0.000, 0.000, 0.000, 0.000, 0.000, 0.000, 0.000, 0.000, 0.000, 0.000, 0.000, 0.000, 0.000, 0.000, 0.000, 0.000, 0.000, -0.001, 0.000, 0.000, 0.000, 0.000, 0.000]}


Question: Number 5 is which compound?
Answer: C22H22N6O3S2


Question: Which formula does entry 4 have?
Answer: C22H22N5OPtSe4